The following is a DFT calculation (ωB97M-V/def2-TZVPD) of a structure of composition C32H21BrF5N3O2RuS.

Each line ends with the natural charge from an NBO analysis.
Positions of all 66 atoms, in Å:
1 Ru -0.33 0.48 1.54  0.952
2 C -3.50 0.66 -1.10  -0.647
3 C -2.99 1.13 0.23  0.007
4 C -3.28 0.43 1.40  -0.179
5 C -2.83 0.91 2.63  -0.222
6 C -2.10 2.09 2.72  -0.228
7 C -1.77 2.78 1.55  -0.205
8 C -2.20 2.28 0.32  -0.233
9 H -2.80 0.88 -1.90  0.224
10 H -4.44 1.17 -1.34  0.250
11 H -3.71 -0.41 -1.10  0.230
12 H -3.87 -0.48 1.36  0.234
13 H -3.10 0.37 3.53  0.248
14 H -1.82 2.47 3.69  0.256
15 H -1.21 3.70 1.61  0.248
16 H -1.94 2.81 -0.59  0.236
17 F -1.31 -4.23 6.19  -0.267
18 C -0.75 -3.56 5.19  0.279
19 C -1.54 -2.90 4.27  0.317
20 F -2.87 -2.93 4.37  -0.287
21 C -0.93 -2.21 3.24  0.282
22 F -1.72 -1.56 2.36  -0.323
23 C 0.45 -2.13 3.10  -0.297
24 S 1.19 -1.24 1.78  0.090
25 C 1.21 -2.79 4.05  0.346
26 F 2.54 -2.74 3.99  -0.279
27 C 0.63 -3.51 5.08  0.285
28 F 1.39 -4.13 5.98  -0.269
29 Br 3.99 2.66 7.26  0.100
30 C 3.62 3.00 5.45  -0.079
31 C 4.36 3.96 4.76  -0.193
32 C 4.10 4.21 3.42  -0.199
33 C 3.11 3.50 2.76  -0.170
34 C 2.38 2.54 3.46  -0.121
35 C 2.63 2.28 4.81  -0.205
36 C 1.33 1.77 2.78  0.774
37 O 1.17 1.82 1.51  -0.604
38 O 0.52 1.02 3.40  -0.620
39 H 5.13 4.52 5.28  0.241
40 H 4.67 4.96 2.90  0.232
41 H 2.91 3.67 1.71  0.230
42 H 2.06 1.53 5.33  0.249
43 N 0.55 -0.36 -5.56  -0.539
44 C 0.43 -1.08 -6.72  0.180
45 C 0.79 -0.81 -8.04  -0.264
46 C 0.52 -1.80 -8.96  -0.181
47 C -0.10 -3.01 -8.60  -0.219
48 C -0.45 -3.27 -7.29  -0.173
49 C -0.18 -2.29 -6.34  0.053
50 N -0.42 -2.28 -4.98  -0.411
51 C 0.02 -1.13 -4.56  0.290
52 C -0.05 -0.72 -3.16  0.106
53 C 0.44 0.49 -2.68  -0.258
54 C 0.33 0.79 -1.34  0.061
55 N -0.23 -0.06 -0.47  -0.450
56 C -0.69 -1.24 -0.91  0.063
57 C -0.63 -1.60 -2.23  -0.228
58 H 0.95 0.56 -5.48  0.418
59 H 1.26 0.12 -8.33  0.224
60 H 0.77 -1.64 -10.00  0.225
61 H -0.29 -3.75 -9.36  0.226
62 H -0.91 -4.20 -7.00  0.231
63 H 0.92 1.21 -3.33  0.228
64 H 0.70 1.72 -0.93  0.234
65 H -1.11 -1.90 -0.17  0.230
66 H -1.01 -2.55 -2.57  0.271

expectation value of S²	0.76
orbital gap (spin up / spin down)	0.268 / 0.232	hartree
spin multiplicity	2
HOMO energy (spin up / spin down)	-10.924 / -10.896	eV
charge	+1


The following is a DFT calculation (ωB97M-V/def2-TZVPD) of a cluster of 2 separate species, C9H13N3S in total at a distorted geometry.

Each line ends with the natural charge from an NBO analysis.
Positions of all 26 atoms, in Å:
1 C 1.00 0.05 -1.59  0.211
2 C 1.25 -1.79 1.60  -0.308
3 C 0.67 -3.05 1.67  -0.031
4 C -0.18 -2.14 -0.15  -0.034
5 C 0.59 -1.20 0.38  -0.144
6 C 1.23 2.44 -0.33  -0.423
7 C 0.41 1.40 1.80  -0.420
8 C -2.90 0.91 -2.11  -0.779
9 C 0.86 0.05 -0.23  0.061
10 N 1.12 -0.03 -2.73  -0.332
11 N -0.20 -3.28 0.68  -0.527
12 N 0.99 1.23 0.45  -0.331
13 S -2.23 1.39 -0.50  -0.003
14 H 2.01 -1.45 2.26  0.229
15 H 0.83 -3.80 2.43  0.210
16 H -0.70 -1.95 -1.18  0.235
17 H 2.18 2.55 -0.92  0.217
18 H 0.50 2.49 -1.05  0.214
19 H 1.17 3.38 0.25  0.215
20 H 0.66 2.33 2.28  0.215
21 H -0.72 1.49 1.72  0.207
22 H 0.64 0.58 2.52  0.225
23 H -3.15 1.85 -2.59  0.232
24 H -3.65 0.23 -2.08  0.204
25 H -2.07 0.48 -2.81  0.245
26 H -0.32 -4.16 0.23  0.413

orbital gap (spin up / spin down)	0.176 / 0.321	hartree
spin multiplicity	1
HOMO energy (spin up / spin down)	-6.502 / -8.744	eV


Values for energy above the lowest of the compared OMol25 structures with the same formula, charge and spin, eV, ordered as above
0.903; 4.418